No. 1
{
  "formula": "C2H6N5",
  "method": "ωB97M-V/def2-TZVPD",
  "relative_energy_kcal_mol": 150.2,
  "max_force_ev_per_a": 5.24,
  "total_charge": 1,
  "homo_ev": [-13.394, -13.392],
  "species": ["C", "C", "N", "N", "N", "N", "N", "H", "H", "H", "H", "H", "H"],
  "xyz": [[-0.0472, -0.9943, 0.1000], [-3.0040, 0.2702, 0.0705], [1.2174, -1.1079, 0.3979], [-0.3678, 0.1324, -0.5504], [1.6649, 0.0483, -0.1318], [0.7862, 0.7891, -0.6315], [2.8696, 0.4879, -0.1119], [-0.8213, -1.7023, 0.4191], [-2.8620, -0.3138, 0.9981], [-3.0084, 1.3133, 0.1222], [-2.9935, -0.3713, -0.7936], [3.5533, -0.0704, 0.4538], [3.0129, 1.5189, -0.3426]],
  "mulliken_charge": [0.040, -0.135, -0.764, -0.156, 1.351, -0.721, -0.549, 0.373, 0.286, 0.312, 0.334, 0.306, 0.324]
}

***

No. 2
{
  "formula": "C2H6NO",
  "method": "ωB97M-V/def2-TZVPD",
  "relative_energy_kcal_mol": 15.9,
  "max_force_ev_per_a": 2.80,
  "total_charge": -1,
  "smiles": "NCC[O-]",
  "homo_ev": -2.104,
  "species": ["N", "C", "C", "O", "H", "H", "H", "H", "H", "H"],
  "xyz": [[0.4897, -1.0262, -1.0514], [0.2195, -0.5108, 0.2867], [-0.3139, 1.1286, 0.4847], [-0.2668, 1.6663, 1.6735], [-0.0193, -1.8807, -1.2414], [0.1918, -0.3568, -1.7595], [1.1470, -0.4614, 0.8845], [-0.4752, -1.0794, 0.8891], [-1.3420, 0.9709, 0.1048], [0.3693, 1.5496, -0.2709]],
  "mulliken_charge": [-0.535, -0.449, -0.343, -0.820, 0.204, 0.207, 0.204, 0.239, 0.154, 0.139]
}

***

No. 3
{
  "formula": "C2H6NO",
  "method": "ωB97M-V/def2-TZVPD",
  "relative_energy_kcal_mol": 0.0,
  "multiplicity": 3,
  "max_force_ev_per_a": 9.60,
  "total_charge": 1,
  "homo_ev": [-11.268, -18.612],
  "species": ["C", "C", "N", "O", "H", "H", "H", "H", "H", "H"],
  "xyz": [[-1.2000, -0.5169, -0.0707], [0.2836, -0.5654, 0.0129], [0.8028, 0.7884, -0.0547], [-1.8368, 0.4647, 0.0142], [-1.7420, -1.4474, -0.1844], [0.4914, -1.0467, 0.8977], [0.7726, -1.1884, -0.6186], [1.2691, 1.1955, -0.8993], [1.3588, 1.0899, 0.7890], [-0.1994, 1.2262, 0.1141]],
  "mulliken_charge": [-0.066, -0.625, -0.299, -0.250, 0.438, 0.280, 0.389, 0.356, 0.381, 0.396]
}

***

No. 4
{
  "formula": "C2H6NO2",
  "method": "ωB97M-V/def2-TZVPD",
  "relative_energy_kcal_mol": 59.0,
  "max_force_ev_per_a": 3.63,
  "total_charge": -1,
  "homo_ev": -3.649,
  "species": ["C", "O", "H", "H", "H", "C", "N", "O", "H", "H", "H"],
  "xyz": [[0.1846, 2.8511, -0.3977], [0.7426, 1.6383, -0.9588], [-0.3339, 2.8614, 0.6272], [1.0723, 3.6039, -0.3276], [-0.5999, 3.1287, -1.1564], [-0.3730, -1.9785, 0.2534], [-0.2312, -0.7243, -0.0768], [-0.3266, -2.6688, 1.2998], [-1.1236, -2.4621, -0.4609], [0.1784, 0.9504, -0.5823], [0.2280, -0.0029, 0.5757]],
  "mulliken_charge": [-0.508, -0.495, 0.229, 0.170, 0.210, -0.188, -0.531, -0.674, 0.219, 0.501, 0.067]
}

***

No. 5
{
  "formula": "C2H6NO2P",
  "method": "ωB97M-V/def2-TZVPD",
  "relative_energy_kcal_mol": 137.1,
  "max_force_ev_per_a": 5.45,
  "homo_ev": -9.711,
  "species": ["C", "C", "N", "O", "O", "P", "H", "H", "H", "H", "H", "H"],
  "xyz": [[-0.3860, -0.3909, 1.3291], [0.2040, 0.6320, -0.2207], [1.5226, 0.1279, -0.4346], [1.5232, -0.8756, -1.0683], [2.5125, 0.6261, -0.0149], [-0.8025, -0.1345, -1.6578], [-0.5154, -1.4576, 0.9503], [0.3107, -0.3754, 2.0941], [-1.2313, 0.1586, 1.5028], [0.1824, 1.6982, 0.0320], [-1.5885, -0.8450, -0.7525], [-1.7316, 0.8363, -1.7596]],
  "mulliken_charge": [-1.018, -0.369, 0.988, -0.556, -0.616, -0.002, 0.329, 0.370, 0.385, 0.452, 0.017, 0.020]
}

***

No. 6
{
  "formula": "C2H6NO2P2",
  "method": "ωB97M-V/def2-TZVPD",
  "relative_energy_kcal_mol": 0.6,
  "max_force_ev_per_a": 3.66,
  "total_charge": 1,
  "homo_ev": [-13.635, -13.636],
  "species": ["C", "C", "N", "O", "O", "P", "P", "H", "H", "H", "H", "H", "H"],
  "xyz": [[-0.6294, -0.0778, -1.8864], [0.5872, -0.6617, 1.3442], [-1.1503, 0.1806, -0.4859], [1.6756, 1.4351, 1.9308], [1.3884, -0.8140, 2.3479], [0.4366, 0.9850, 0.7441], [2.2762, 0.4213, 2.9058], [-1.3210, -0.0935, -2.7568], [0.0737, 0.7566, -2.2608], [-0.0263, -0.8944, -1.7704], [0.2648, -1.6188, 0.9426], [-1.7665, 0.9583, -0.6737], [-1.8090, -0.5769, -0.3813]],
  "mulliken_charge": [-0.847, -0.008, -0.543, -0.260, -0.251, 0.284, 0.585, 0.339, 0.310, 0.380, 0.394, 0.320, 0.299]
}

***

No. 7
{
  "formula": "C2H6NO3",
  "method": "ωB97M-V/def2-TZVPD",
  "relative_energy_kcal_mol": 42.2,
  "max_force_ev_per_a": 1.28,
  "total_charge": -1,
  "homo_ev": -3.990,
  "species": ["O", "C", "N", "C", "O", "H", "H", "H", "H", "H", "H", "O"],
  "xyz": [[1.7139, -0.0614, 0.9569], [0.4872, -0.2948, 0.8719], [-0.3709, 0.2483, 0.0367], [-2.0766, -0.2376, 0.0409], [-2.4931, -0.3602, 1.2219], [0.0563, -1.1378, 1.4372], [-0.0526, 1.0900, -0.4300], [-2.0075, -1.1676, -0.5696], [-2.4775, 0.6387, -0.5452], [2.5804, 0.4088, -0.2477], [1.9076, 0.2342, -1.5383], [2.7327, 0.6394, -1.2347]],
  "mulliken_charge": [-0.749, -0.009, -0.225, -0.233, -0.717, 0.340, 0.222, 0.188, 0.202, 0.467, 0.272, -0.758]
}

***

No. 8
{
  "formula": "C2H6NO3",
  "method": "ωB97M-V/def2-TZVPD",
  "relative_energy_kcal_mol": 36.4,
  "max_force_ev_per_a": 12.05,
  "total_charge": -1,
  "homo_ev": -4.148,
  "species": ["O", "C", "O", "C", "N", "H", "H", "H", "H", "H", "H", "O"],
  "xyz": [[2.2487, -0.2106, 1.0479], [1.0659, 0.1223, 0.6841], [0.7457, 1.2582, 0.4026], [0.2134, -1.0730, 0.4440], [-1.2733, -0.8696, 0.5414], [0.5084, -1.6263, -0.5391], [0.5002, -1.9940, 1.1035], [-1.5260, -0.3530, -0.2612], [-1.4128, -0.3171, 1.3012], [-0.0994, 2.0607, -2.1503], [-0.3086, 1.3986, -0.8186], [-0.6622, 1.6038, -1.7554]],
  "mulliken_charge": [-0.772, 0.658, -0.741, -0.424, -0.681, 0.201, 0.236, 0.292, 0.274, 0.196, 0.434, -0.674]
}

***

No. 9
{
  "formula": "C2H6NOS",
  "method": "ωB97M-V/def2-TZVPD",
  "relative_energy_kcal_mol": 19.6,
  "max_force_ev_per_a": 1.44,
  "total_charge": -1,
  "homo_ev": -2.739,
  "species": ["C", "S", "H", "H", "H", "C", "N", "O", "H", "H", "H"],
  "xyz": [[1.6369, -0.1557, 1.1348], [2.1921, 0.1608, -0.5453], [0.8675, 0.5583, 1.4277], [2.4434, -0.2220, 1.8857], [1.2234, -1.1766, 1.2689], [-1.7455, -0.2541, -1.2241], [-1.0736, 0.7660, -0.6435], [-2.9208, -0.5057, -1.0169], [-1.0707, -0.8788, -1.8329], [-0.0509, 0.6057, -0.6489], [-1.5018, 1.1022, 0.1944]],
  "mulliken_charge": [-0.823, -0.698, 0.200, 0.269, 0.216, 0.176, -0.319, -0.612, 0.311, 0.034, 0.245]
}

***

No. 10
{
  "formula": "C2H6NP",
  "method": "ωB97M-V/def2-TZVPD",
  "relative_energy_kcal_mol": 65.0,
  "max_force_ev_per_a": 3.47,
  "homo_ev": [-8.606, -8.604],
  "species": ["C", "C", "N", "P", "H", "H", "H", "H", "H", "H"],
  "xyz": [[-1.0509, 0.6411, -0.1545], [-0.9436, -0.8532, -0.2268], [-0.1055, -0.1001, 0.6647], [2.1949, -0.0767, -0.1040], [-0.5902, 1.2525, -0.8916], [-1.9390, 1.1086, 0.3582], [-1.6834, -1.5305, 0.3214], [-0.6851, -1.4943, -1.2078], [2.6136, -0.2391, 1.1952], [2.1892, 1.2918, 0.0452]],
  "mulliken_charge": [-0.228, -0.258, -0.469, 0.071, 0.216, 0.190, 0.185, 0.181, 0.070, 0.042]
}